[1]
DFT (ωB97M-V/def2-TZVPD) results for C4H9N in the gas phase.

Cartesian coordinates (Å):
C1 -1.933600 -0.418749 -0.937173
C2 -0.467643 -0.439504 -0.520563
C3 0.373710 0.254315 0.291446
C4 1.712075 -0.418810 0.428198
N1 0.320327 1.544562 0.777449
H1 -2.343688 0.447311 -0.488727
H2 -2.034907 -0.598283 -1.972918
H3 -2.530599 -1.040667 -0.300001
H4 -0.120113 -1.387105 -0.941902
H5 1.726500 -1.316210 1.196191
H6 2.576735 0.115491 0.840480
H7 2.111272 -0.655096 -0.474817
H8 -0.438522 2.169607 0.649467
H9 1.048452 1.743138 1.452871

Forces on atoms 1 to 6 (eV/Å):
1.4 1.3 2.6
-0.6 -1.1 0.0
-0.3 -0.7 -2.0
0.5 -0.9 4.7
0.9 -0.7 0.6
-0.8 2.0 -0.8

E_tot = -5782.3256 eV
structure (SMILES) = C/C=C(/C)N
strongest force on any atom = 4.8 eV/Å
highest occupied orbital energy = -7.5401 eV

Results of the Löwdin charge analysis, in e, for atoms 1 through 2: -0.105 -0.142

[2]
DFT (ωB97M-V/def2-TZVPD) results for a molecular structure, C3H5CuLiO3.

Cartesian coordinates (Å):
O1 0.379804 1.425320 -0.206102
C1 -0.719632 0.749106 0.027523
C2 1.501536 0.539449 -0.383858
O2 -1.827106 1.242016 0.047368
O3 -0.513521 -0.565262 -0.067382
C3 0.901675 -0.846872 -0.131891
Li1 -3.434059 0.562836 -0.679690
H1 2.280170 0.813682 0.333322
H2 1.865008 0.664772 -1.409089
H3 1.189683 -1.290931 0.826616
H4 1.083262 -1.556203 -0.943137
H5 -0.511251 0.612603 2.885473
Cu1 -2.195567 -2.350513 -0.299154

Forces on atoms 1 to 6 (eV/Å):
0.6 0.8 0.4
-0.5 -0.9 -1.5
0.2 -0.1 0.0
-0.1 0.3 0.3
0.4 0.1 0.6
0.0 0.0 0.2

multiplicity = 2
expectation value of S² = 0.776
E_tot = -54174.0583 eV
strongest force on any atom = 1.8 eV/Å
highest occupied orbital energy (alpha / beta) = -5.2416 / -4.8057 eV

Results of the Löwdin charge analysis, in e, for atoms 1 through 2: 0.069 -0.686

[3]
DFT (ωB97M-V/def2-TZVPD) results for C6H7N3O2 in the gas phase.

Cartesian coordinates (Å):
C1 -1.006270 -0.874122 2.645424
C2 0.242237 0.618846 1.216396
C3 0.456128 0.914739 -0.093740
C4 -0.151952 0.082970 -1.211736
C5 -0.959686 -1.075352 -0.821557
C6 1.219029 2.113215 -0.534882
N1 -1.588227 -1.310482 3.550519
N2 -0.409000 -0.459462 1.610734
N3 -0.355428 -2.321304 -0.710015
O1 -1.076405 -3.269509 -0.433808
O2 0.853123 -2.399135 -0.910136
H1 0.605581 1.309602 1.977828
H2 -0.723347 0.757444 -1.854778
H3 0.711116 -0.316156 -1.768972
H4 -2.028701 -1.058523 -0.682690
H5 0.528528 2.936267 -0.738848
H6 1.756835 1.906881 -1.457767
H7 1.926440 2.444080 0.218030

Forces on atoms 1 to 6 (eV/Å):
0.1 0.3 1.2
0.1 0.3 1.5
-0.3 -0.4 -0.9
0.8 0.1 0.2
-0.5 0.5 0.0
-0.1 0.0 0.1

E_tot = -14894.2374 eV
strongest force on any atom = 2.5 eV/Å
highest occupied orbital energy (alpha / beta) = -9.3935 / -9.0815 eV

Results of the Löwdin charge analysis, in e, for atoms 1 through 2: -0.344 -0.090

[4]
DFT (ωB97M-V/def2-TZVPD) results for C6H12N2 in the gas phase.

Cartesian coordinates (Å):
C1 1.811494 -0.687773 -0.865470
C2 0.423044 -0.829647 -0.231801
C3 0.614781 -0.287125 1.173515
C4 -0.576937 0.641168 1.362052
N1 -1.000653 1.975613 1.340531
C5 -0.486012 1.379862 0.087055
C6 -0.734825 0.118521 -0.921239
N2 -1.949291 -0.524361 -0.664292
H1 1.962253 -1.511686 -1.779248
H2 2.734837 -0.946762 -0.124110
H3 1.944820 0.417671 -1.234370
H4 -0.114945 -1.787319 -0.360559
H5 0.326162 -1.180229 1.937780
H6 1.687037 -0.047451 1.329840
H7 -1.377923 -0.168678 1.477829
H8 -0.295536 2.686216 1.654009
H9 0.484965 1.775418 -0.091223
H10 -0.405418 0.209757 -1.945831
H11 -2.895601 0.049743 -0.812149
H12 -2.152251 -1.282938 -1.332318

Forces on atoms 1 to 6 (eV/Å):
2.1 -1.7 -2.1
-0.5 1.0 -1.3
-0.4 -3.0 4.3
0.7 -2.9 0.4
-0.3 2.0 0.3
-1.2 -1.3 -1.6

E_tot = -9390.8917 eV
structure (SMILES) = C[C@H]1C[C@H]2N[C@@H]2[C@@H]1N
strongest force on any atom = 5.5 eV/Å
highest occupied orbital energy = -8.2187 eV

Results of the Löwdin charge analysis, in e, for atoms 1 through 2: -0.119 -0.351

[5]
DFT (ωB97M-V/def2-TZVPD) results for a molecular structure, C39H48BN6O3PS4W.

Cartesian coordinates (Å):
W1 1.230144 -0.362377 -0.137610
C1 0.052405 6.486216 0.088116
C2 0.616097 5.132942 -0.336718
C3 2.086890 5.309569 -0.707398
C4 -0.218832 4.595215 -1.496800
N1 0.505448 4.175959 0.825650
C5 0.025332 4.526810 2.072192
C6 0.070599 3.429090 2.846730
N2 0.579328 2.388996 2.089886
B1 0.593861 0.985061 2.745069
N3 -0.803365 0.346283 2.710902
C7 -1.479582 -0.047970 3.846000
C8 -2.686985 -0.511995 3.464371
N4 -2.753713 -0.419251 2.084651
C9 -1.591784 0.096489 1.651846
S1 -1.087859 0.384735 0.016075
C10 -3.928403 -0.855011 1.246606
C11 -3.490158 -2.014256 0.354139
C12 -4.425336 0.339433 0.435060
C13 -5.043163 -1.325200 2.174327
N5 1.752936 0.046062 2.103387
C14 3.047675 0.429084 2.513279
C15 3.661946 -0.650285 3.002878
N6 2.793752 -1.745579 2.905999
C16 1.678143 -1.332567 2.321113
S2 0.418872 -2.130482 1.453139
C17 3.214347 -3.132076 3.337085
C18 3.848739 -2.991582 4.720358
C19 4.217832 -3.657335 2.315744
C20 2.004167 -4.051385 3.437736
C21 0.832115 2.867199 0.856199
S3 1.594559 2.021457 -0.452758
H1 0.126624 7.156916 -0.765900
H2 0.622798 6.933521 0.902593
H3 -1.000027 6.424690 0.366909
H4 2.158642 6.053841 -1.500286
H5 2.543338 4.391826 -1.070639
H6 2.656968 5.672411 0.148868
H7 -0.205009 5.327883 -2.303842
H8 -1.255018 4.450171 -1.184985
H9 0.168699 3.657066 -1.887307
H10 -0.300455 5.519843 2.311008
H11 -0.209204 3.293382 3.876068
H12 0.879846 1.118182 3.901092
H13 -1.049255 0.052401 4.826196
H14 -3.497154 -0.885693 4.059349
H15 -2.731989 -1.714756 -0.367917
H16 -4.355766 -2.378255 -0.199458
H17 -3.101125 -2.837328 0.956110
H18 -3.686214 0.680511 -0.287511
H19 -4.689718 1.169480 1.091531
H20 -5.318664 0.044062 -0.114667
H21 -4.747855 -2.193830 2.763777
H22 -5.888027 -1.622647 1.555722
H23 -5.386726 -0.531480 2.838537
H24 3.373811 1.452639 2.450138
H25 4.647084 -0.749566 3.419979
H26 4.768927 -2.409261 4.707820
H27 4.105923 -3.986233 5.081050
H28 3.152953 -2.541881 5.429795
H29 5.084244 -3.000384 2.227251
H30 3.754752 -3.758763 1.335771
H31 4.569394 -4.636643 2.639748
H32 1.216063 -3.615464 4.054547
H33 2.328796 -4.972892 3.919030
H34 1.600285 -4.311221 2.462979
O1 5.049713 -1.421013 -0.904786
S4 3.662361 -1.352069 -1.175057
O2 3.064033 0.026204 -1.294392
O3 2.758837 -1.927484 -0.118157
C22 3.270863 -2.186256 -2.668754
C23 4.266406 -2.935806 -3.272415
C24 3.969840 -3.640438 -4.431320
C25 2.691794 -3.589561 -4.963677
C26 1.701694 -2.831615 -4.349208
C27 1.975898 -2.108576 -3.195057
P1 0.646339 -1.087019 -2.468111
C28 0.449386 0.309169 -3.596735
C29 -0.653044 1.151694 -3.429695
C30 -0.821505 2.243717 -4.262912
C31 0.118258 2.516877 -5.250047
C32 1.225518 1.698059 -5.401410
C33 1.391666 0.589809 -4.581235
C34 -0.804939 -2.158318 -2.590557
C35 -0.804934 -3.299664 -1.784927
C36 -1.859845 -4.192892 -1.847967
C37 -2.924102 -3.947454 -2.708995
C38 -2.927479 -2.814277 -3.507316
C39 -1.865996 -1.918249 -3.456209
H35 5.256166 -2.960892 -2.837440
H36 4.739569 -4.227550 -4.912730
H37 2.457968 -4.141418 -5.864107
H38 0.706934 -2.802388 -4.776831
H39 -1.385601 0.952434 -2.656337
H40 -1.686583 2.883050 -4.144388
H41 -0.015211 3.369705 -5.902296
H42 1.961898 1.914558 -6.163435
H43 2.258567 -0.044589 -4.711121
H44 0.031116 -3.497948 -1.120868
H45 -1.851234 -5.083561 -1.233704
H46 -3.747123 -4.647751 -2.763084
H47 -3.750901 -2.630112 -4.184469
H48 -1.864169 -1.049494 -4.100076

Forces on atoms 1 to 6 (eV/Å):
-0.4 0.4 -0.5
0.0 0.0 0.0
0.0 0.0 0.0
0.0 0.0 0.0
0.0 0.0 0.0
0.0 0.0 0.0

E_tot = -111430.2610 eV
total charge = +2
strongest force on any atom = 0.8 eV/Å
highest occupied orbital energy (alpha / beta) = -12.5739 / -12.5726 eV

Results of the Löwdin charge analysis, in e, for atoms 1 through 2: 0.947 -0.043

[6]
DFT (ωB97M-V/def2-TZVPD) results for 2 unconnected molecules or ions with the total composition C3H12N2O.

Cartesian coordinates (Å):
C1 0.947130 1.563908 0.595322
N1 0.901740 0.977822 1.950351
C2 -0.352970 0.373427 2.363526
O1 -0.709016 -0.816546 1.632692
H1 1.106512 0.886844 -0.237330
H2 1.773657 2.295022 0.637357
H3 -0.037169 2.048273 0.415285
H4 1.661559 0.279032 1.909008
H5 -1.222168 0.979751 2.250696
H6 -0.215869 0.041779 3.390218
H7 -0.963105 -0.549547 0.712212
C3 -0.009998 -0.819264 -2.491745
N2 -0.971084 -1.473052 -1.532405
H8 -0.423581 0.207009 -2.709956
H9 0.953833 -0.748820 -1.934315
H10 0.137840 -1.284580 -3.484547
H11 -1.891825 -1.501805 -1.983784
H12 -0.685486 -2.459252 -1.482586

Forces on atoms 1 to 6 (eV/Å):
-0.7 1.0 0.8
0.2 -0.4 -0.8
1.1 -1.7 -0.7
0.0 0.3 -0.9
0.1 -0.4 0.0
-0.6 -0.1 -0.5

E_tot = -8332.3547 eV
structure (SMILES) = CNCO.CN
strongest force on any atom = 2.2 eV/Å
highest occupied orbital energy = -8.9426 eV

Results of the Löwdin charge analysis, in e, for atoms 1 through 2: -0.131 -0.112

[7]
DFT (ωB97M-V/def2-TZVPD) results for a molecular structure, C9H23N4O7P2Rb.

Cartesian coordinates (Å):
Rb1 0.044543 -0.348322 -1.192747
C1 -3.151560 3.515623 0.999942
C2 -3.321727 2.027326 1.305185
O1 -4.634293 1.755999 1.831462
P1 -2.217684 1.566295 2.676820
O2 -2.254531 -0.021455 2.776124
O3 -3.007121 2.049838 3.972742
O4 -0.856991 2.133311 2.648939
P2 -3.182321 1.081676 -0.284647
O5 -2.871684 -0.483770 0.223191
O6 -4.573152 1.071577 -0.809544
O7 -1.972310 1.512223 -1.028632
H1 -3.349481 4.106293 1.895614
H2 -3.860894 3.806294 0.224249
H3 -2.141700 3.716225 0.647544
H4 -5.172184 1.530969 1.048651
H5 -2.467940 -0.409198 1.894960
H6 -3.956085 1.880899 3.853695
H7 -3.670382 -1.004314 0.065288
N1 3.122966 1.577425 3.931000
C3 1.794628 1.286628 3.207412
C4 2.054030 1.382369 1.720934
C5 3.102081 0.369500 1.227772
N2 2.951982 0.172837 -0.215541
C6 3.019244 -0.959773 2.013043
C7 1.667143 -1.221330 2.672652
N3 0.635754 -1.343662 1.646148
C8 1.297166 -0.088669 3.644052
H8 3.487950 2.488196 3.653429
H9 3.811807 0.864113 3.685225
H10 2.992650 1.566552 4.941477
H11 1.109840 2.065623 3.532027
H12 2.333171 2.402348 1.438093
H13 1.092923 1.179903 1.254297
H14 4.101253 0.792012 1.422271
H15 3.081231 -0.808072 -0.470392
H16 3.628651 0.718023 -0.732610
H17 3.790926 -0.989403 2.796770
H18 3.261631 -1.787475 1.344024
H19 1.765457 -2.141799 3.262311
H20 -0.253692 -1.549258 2.088521
H21 0.863386 -2.115215 1.015829
H22 1.668687 -0.321512 4.649402
H23 0.212381 -0.021717 3.724016
N4 1.226595 -2.951791 -1.002406
C9 2.379115 -2.872161 -0.832897

Forces on atoms 1 to 6 (eV/Å):
0.0 0.0 -0.1
0.0 0.0 0.0
0.0 0.0 0.0
0.0 0.0 0.0
0.0 0.0 0.0
0.0 0.0 0.0

E_tot = -49238.2148 eV
strongest force on any atom = 0.1 eV/Å
highest occupied orbital energy = -8.7634 eV

Results of the Löwdin charge analysis, in e, for atoms 1 through 2: 0.871 -0.070

[8]
DFT (ωB97M-V/def2-TZVPD) results for a molecular structure, C20H45BiN2P3S2.

Cartesian coordinates (Å):
Bi1 -0.973730 1.436983 0.970576
P1 1.562584 -2.991639 -1.924852
P2 1.467755 2.026228 -0.392875
P3 -2.275767 -1.150164 0.790547
H1 -4.047902 6.932546 0.839917
C1 -4.454699 6.126918 1.466275
C2 -3.796702 5.666036 2.533918
H2 -2.773924 6.010858 2.747337
C3 0.459360 -1.791678 -2.665438
C4 3.195321 -2.940280 -2.659451
C5 0.855089 -4.637682 -1.875566
C6 1.980857 3.701625 0.144289
C7 3.048041 1.105676 -0.192974
C8 1.330044 2.246170 -2.217444
C9 -3.853225 -0.937405 1.699670
C10 -1.650758 -2.727431 1.468554
C11 -2.901596 -1.637228 -0.866931
H3 -5.478349 5.820820 1.247588
H4 -4.310840 5.109448 3.318977
H5 0.323257 -2.108535 -3.710296
H6 0.885384 -0.776651 -2.649749
H7 -0.520925 -1.765703 -2.168160
H8 3.269498 -3.757259 -3.391627
H9 4.010712 -3.015092 -1.921392
H10 3.286021 -1.978831 -3.180598
H11 0.891368 -5.048019 -2.894801
H12 -0.191848 -4.571377 -1.547781
H13 1.402629 -5.310247 -1.197286
H14 2.539507 4.190762 -0.663008
H15 2.622475 3.600102 1.033081
H16 1.100903 4.308767 0.398494
H17 3.638315 1.154921 -1.117205
H18 2.843351 0.054887 0.045624
H19 3.616083 1.556382 0.628433
H20 1.853485 3.164830 -2.511529
H21 0.272460 2.337004 -2.491977
H22 1.767800 1.387881 -2.740379
H23 -4.641404 -1.563510 1.256041
H24 -4.148575 0.123318 1.654891
H25 -3.707165 -1.219545 2.754052
H26 -2.309187 -3.575422 1.217508
H27 -1.577864 -2.645032 2.563823
H28 -0.638290 -2.930842 1.076959
H29 -3.930903 -2.025728 -0.791080
H30 -2.266464 -2.402783 -1.339087
H31 -2.911290 -0.738205 -1.498256
C12 -2.608032 3.988980 0.617184
C13 -3.577799 4.013427 -0.420534
C14 -3.262512 4.679778 -1.595694
C15 -2.019317 5.319182 -1.715560
C16 -1.128487 5.386356 -0.643658
C17 -1.431270 4.754135 0.559730
S1 -3.045567 3.044915 2.002719
H32 -2.507121 1.624084 -0.022015
H33 -4.529057 3.525698 -0.207222
H34 -3.967100 4.732808 -2.413633
H35 -1.750922 5.815182 -2.642423
H36 -0.185147 5.922837 -0.781860
H37 -0.835216 4.835310 1.487266
C18 3.774628 -5.825342 1.089995
N1 3.372901 -4.584491 0.431290
C19 2.650620 -3.616300 0.974343
S2 1.751177 -2.367127 0.069525
N2 2.544237 -3.452772 2.306383
C20 3.525013 -3.911960 3.292542
H38 4.715282 -5.684815 1.632970
H39 3.938544 -6.588709 0.314118
H40 2.991502 -6.174863 1.770838
H41 3.405819 -4.556691 -0.592686
H42 1.987936 -2.636947 2.564386
H43 3.454586 -3.263467 4.167513
H44 3.327966 -4.939444 3.606762
H45 4.546446 -3.855638 2.900911

Forces on atoms 1 to 6 (eV/Å):
-2.9 0.4 1.2
0.1 -0.3 0.5
1.2 0.9 -1.1
-0.8 -0.6 0.3
0.1 -0.7 0.0
-0.1 0.5 0.6

E_tot = -79798.8143 eV
total charge = +3
strongest force on any atom = 3.2 eV/Å
highest occupied orbital energy (alpha / beta) = -13.9510 / -13.9505 eV

Results of the Löwdin charge analysis, in e, for atoms 1 through 2: 1.057 0.646